Below is a single C7H10NPS molecule in a non-equilibrium geometry, with properties calculated with ωB97M-V/def2-TZVPD.

## Properties
ΔE to the lowest compared entry with this formula, charge and spin, kcal/mol: 96.52
Frontier orbital gap (spin up / spin down), Eh: 0.242 / 0.262
Highest occupied orbital energy (spin up / spin down), eV: -7.40 / -7.93

```
20
Properties=species:S:1:pos:R:3:mulliken_charge:R:1
H 2.24126 -0.39213 -0.67908 0.382
H 2.69891 2.27621 -0.42703 0.321
S 0.94810 -1.82048 -2.04000 -0.166
H -0.88528 -3.57340 -1.62215 0.370
H 1.25999 3.40653 -0.26636 0.334
C -0.44354 -2.40607 0.15567 -0.625
C -2.12121 0.83836 0.31429 -0.580
H -1.99300 -0.14142 0.61247 0.234
P 0.34848 1.20619 -0.82340 0.052
H -2.60095 1.54835 1.08449 0.244
H -1.11187 -2.77600 0.81368 0.531
C 1.14031 -0.61055 -0.69088 0.036
H 1.44981 2.21502 0.89551 0.307
C 0.41370 -1.21153 0.55328 -0.190
H -2.68541 0.83374 -0.57336 0.291
N -0.89281 1.45383 0.05878 -0.158
C 1.62165 2.39353 -0.09489 -0.950
C 0.33031 -0.73507 1.80348 -0.394
H 0.56363 0.27324 2.07382 0.344
C -0.28209 -2.77836 -1.14834 -0.381
```